# 1
Density functional theory data (wB97M-V/def2-TZVPD) for one molecule with the formula C20H17N7O2.

Summary:
Maximum force = 0.089 Eh/bohr
HOMO = -8.2 eV
Frontier orbital gap = 8.0935 eV
LUMO level = -0.13 eV
E = -35536.7382 eV
Energy above the lowest of the compared OMol25 structures with the same formula, charge and spin = 80.9 kcal/mol
SMILES = COc1ccc2c(OCc3nnc4ccc(-c5cn(C)nn5)cn34)ccnc2c1
Total charge = 0

CARTESIAN COORDINATES (ANGSTROEM)
O  -0.418  2.664  -5.041
O  0.933  -0.984  0.168
N  -0.186  1.395  4.597
N  0.613  -4.638  2.744
N  1.162  -4.218  1.550
N  -0.528  2.441  5.314
N  -0.815  -1.686  -3.558
N  -1.581  1.977  6.059
N  0.529  -2.496  2.757
C  -0.401  -0.462  -3.283
C  -1.811  0.610  5.854
C  -0.140  -2.507  -1.434
C  0.384  -1.225  -1.102
C  0.319  -1.226  3.328
C  0.498  3.670  -5.300
C  -0.801  0.228  4.973
C  1.799  -1.953  0.651
C  0.518  2.140  -2.882
C  -0.192  1.780  -4.012
C  -0.541  -1.039  4.413
C  0.717  1.178  -1.857
C  -0.758  -2.635  -2.682
C  -1.036  -2.265  5.158
C  -0.841  -3.581  4.585
C  -2.326  2.846  6.893
C  0.077  -3.649  3.392
C  -0.636  0.507  -4.240
C  0.223  -0.138  -2.056
C  1.101  -2.952  1.574
H  -2.467  3.841  6.505
H  -0.031  -3.358  -0.698
H  -3.284  2.344  7.086
H  0.616  4.238  -4.360
H  2.515  -1.421  1.326
H  2.382  -2.390  -0.163
H  1.336  3.199  -5.749
H  -1.682  3.011  7.764
H  -1.551  -2.049  6.123
H  -2.625  -0.084  6.182
H  1.242  2.942  -2.799
H  1.427  1.447  -1.096
H  -1.202  -3.502  -3.016
H  -1.174  0.081  -5.056
H  -1.191  -4.533  5.043
H  0.832  -0.341  2.811
H  0.025  4.283  -6.159



# 2
Density functional theory data (wB97M-V/def2-TZVPD) for C20H18AuF6N5P as an isolated structure.

Summary:
Maximum force = 0.009 Eh/bohr
HOMO (alpha / beta) = -14.8 / -15.9 eV
Frontier orbital gap (alpha / beta) = 8.0911 / 5.0652 eV
LUMO level (alpha / beta) = -6.72 / -10.86 eV
2S+1 = 4
E = -57754.7558 eV
<S²> = 3.79
Total charge = +2

CARTESIAN COORDINATES (ANGSTROEM)
Au  0.019  0.010  0.158
P  -0.181  -3.870  -0.162
F  -0.912  -3.237  -1.428
F  1.230  -3.518  -0.848
F  -1.580  -3.888  0.611
F  0.572  -4.163  1.191
F  -0.132  -2.061  0.443
F  -0.237  -5.336  -0.659
N  2.837  1.184  0.156
N  -2.033  0.083  0.312
N  0.026  2.212  0.045
N  -2.794  1.188  0.066
N  2.066  0.076  -0.046
C  -0.985  2.813  -0.634
C  -2.355  2.301  -0.660
C  -4.089  0.920  0.450
C  -2.821  -0.848  0.812
C  2.391  2.358  0.778
C  -3.305  2.986  -1.396
C  -4.138  -0.351  0.925
C  4.061  5.061  2.842
C  0.733  4.095  1.345
C  1.685  4.791  2.014
C  -4.048  4.811  -2.939
C  -0.699  3.969  -1.410
C  4.179  -0.417  -0.584
C  2.853  -0.889  -0.479
C  1.026  2.870  0.681
C  3.331  3.102  1.466
C  -1.660  4.606  -2.125
C  -3.008  4.129  -2.128
C  4.135  0.879  -0.180
C  3.028  4.310  2.084
H  4.338  2.722  1.565
H  1.426  5.714  2.519
H  5.037  -0.970  -0.926
H  -3.788  5.848  -3.138
H  0.325  4.318  -1.438
H  2.447  -1.870  -0.692
H  -4.869  1.658  0.380
H  -1.406  5.477  -2.717
H  -5.028  4.759  -2.466
H  4.136  4.657  3.858
H  -0.289  4.450  1.323
H  5.047  4.959  2.391
H  -4.314  2.601  -1.446
H  -4.142  4.312  -3.911
H  4.923  1.611  -0.139
H  -2.422  -1.822  1.067
H  3.805  6.115  2.936
H  -4.993  -0.875  1.316



# 3
Density functional theory data (wB97M-V/def2-TZVPD) for C20H18AuN4O2S as an isolated structure.

Summary:
Maximum force = 0.058 Eh/bohr
HOMO = -10.6 eV
Frontier orbital gap = 5.6968 eV
LUMO level = -4.86 eV
E = -45608.8582 eV
Total charge = +1

CARTESIAN COORDINATES (ANGSTROEM)
Au  0.169  -0.273  0.463
S  0.926  0.256  -2.474
O  2.560  1.621  3.237
O  -3.848  0.701  0.244
N  -1.299  -1.578  -0.601
N  -1.609  0.638  0.877
N  0.737  1.054  1.908
N  2.295  -0.715  0.611
C  -3.536  -1.565  -1.379
C  -2.663  2.443  2.250
C  3.023  -1.563  -0.157
C  4.273  0.017  1.689
C  -2.483  3.373  3.225
C  -0.283  1.874  2.418
C  5.022  -0.847  0.905
C  -0.544  1.030  -3.144
C  -3.298  -2.723  -2.099
C  -1.211  3.575  3.824
C  2.062  1.013  2.331
C  -1.064  -2.714  -1.295
C  -2.517  -1.030  -0.641
C  -0.126  2.848  3.433
C  1.085  -1.096  -3.616
C  -2.750  0.209  0.204
C  4.386  -1.648  -0.030
C  -1.559  1.663  1.837
C  -2.046  -3.312  -2.048
C  2.919  0.058  1.510
H  0.123  -1.610  -3.737
H  -3.331  3.973  3.548
H  -4.497  -1.068  -1.369
H  6.102  -0.895  1.025
H  -0.065  -3.131  -1.230
H  -1.098  4.321  4.610
H  4.714  0.665  2.435
H  0.840  2.996  3.877
H  4.940  -2.335  -0.661
H  -0.360  1.402  -4.161
H  -4.092  -3.170  -2.696
H  1.822  -1.800  -3.220
H  1.434  -0.738  -4.588
H  -3.623  2.291  1.789
H  -1.385  0.319  -3.154
H  -0.795  1.880  -2.497
H  -1.825  -4.231  -2.585
H  2.474  -2.178  -0.870



# 4
Density functional theory data (wB97M-V/def2-TZVPD) for C20H18Br4F6N3O5SbSe2Te2Ti as an isolated structure.

Summary:
Maximum force = 0.026 Eh/bohr
HOMO = -1.9 eV
Frontier orbital gap = 5.4713 eV
LUMO level = 3.62 eV
E = -507158.7452 eV
Energy above the lowest of the compared OMol25 structures with the same formula, charge and spin = 35.9 kcal/mol
Total charge = -2

CARTESIAN COORDINATES (ANGSTROEM)
Te  -1.509  -1.499  4.058
Te  1.617  0.673  4.489
Sb  -1.152  -2.299  -1.948
Br  0.253  6.708  -1.611
Br  4.107  2.437  -1.839
Br  3.285  5.641  -2.450
Br  -1.873  4.535  -0.164
Se  0.486  1.508  2.484
Se  -1.491  0.005  2.139
Ti  0.176  -0.052  0.121
F  0.028  -2.320  -3.425
F  -2.829  -3.157  -1.712
F  0.632  -1.506  -1.189
F  -2.209  -1.471  -3.314
F  -0.447  -4.045  -1.760
F  -1.253  -2.325  0.000
O  -0.587  1.762  -0.052
O  -0.383  0.601  -2.586
O  -0.953  2.712  -3.947
O  1.702  0.969  -0.635
O  -1.810  -0.281  -1.121
N  3.405  0.326  1.277
N  3.729  -1.783  2.176
N  1.660  -1.168  1.223
C  -3.754  1.642  -1.842
C  -0.153  4.024  -0.724
C  5.577  -0.179  2.202
C  3.385  -3.187  2.344
C  4.561  0.909  1.916
C  -4.327  3.629  -3.047
C  1.171  -2.478  1.662
C  -4.678  2.624  -2.145
C  2.393  3.125  -1.440
C  1.485  2.243  -0.878
C  0.761  4.911  -1.308
C  4.870  -1.304  2.936
C  -2.148  2.652  -3.341
C  -3.080  3.647  -3.640
C  2.228  -3.542  1.438
C  2.885  -0.881  1.577
C  -2.491  1.642  -2.428
C  0.201  2.702  -0.533
C  -1.507  0.609  -2.061
C  2.030  4.463  -1.666
H  6.389  0.214  2.818
H  -5.037  4.413  -3.285
H  5.996  -0.556  1.266
H  2.773  0.938  0.783
H  5.539  -2.154  3.082
H  4.284  -3.772  2.120
H  -0.439  1.931  -3.615
H  -2.791  4.428  -4.332
H  -5.655  2.618  -1.680
H  1.831  -4.527  1.689
H  3.109  -3.381  3.389
H  -3.981  0.854  -1.136
H  4.965  1.668  1.244
H  4.264  1.395  2.853
H  0.259  -2.720  1.136
H  2.532  -3.548  0.389
H  4.539  -0.955  3.922
H  0.926  -2.421  2.725



# 5
Density functional theory data (wB97M-V/def2-TZVPD) for C20H18BrN4OOsS as an isolated structure.

Summary:
Maximum force = 0.048 Eh/bohr
HOMO (alpha / beta) = -16.3 / -16.3 eV
Frontier orbital gap (alpha / beta) = 4.2319 / 4.0043 eV
LUMO level (alpha / beta) = -12.10 / -12.32 eV
E = -112352.3905 eV
Energy above the lowest of the compared OMol25 structures with the same formula, charge and spin = 120.4 kcal/mol
Total charge = +3

CARTESIAN COORDINATES (ANGSTROEM)
Os  0.246  0.192  -0.643
Br  0.175  -6.250  0.223
S  3.168  1.337  0.251
O  0.014  3.009  -0.792
N  1.912  4.016  -0.142
N  -1.434  1.308  -0.330
N  -0.056  2.159  2.246
N  1.616  1.631  0.143
C  6.092  3.906  0.058
C  5.394  5.088  -0.305
C  0.244  4.541  2.196
C  -3.765  1.686  -0.017
C  -2.304  3.535  -0.438
C  0.979  -2.241  0.298
C  -1.278  2.628  -0.488
C  1.023  2.960  0.199
C  3.983  2.789  0.182
C  4.021  5.127  -0.415
C  -1.295  -2.490  -0.547
C  -3.586  3.048  -0.204
C  5.402  2.761  0.295
C  0.364  3.187  1.614
C  1.115  -3.605  0.419
C  -2.671  0.844  -0.084
C  3.279  3.982  -0.138
C  -1.160  -3.856  -0.437
C  -0.210  -1.659  -0.209
C  0.033  -4.410  0.049
H  -4.430  3.725  -0.176
H  5.957  5.995  -0.493
H  -0.456  2.244  3.179
H  2.020  -4.050  0.807
H  -0.733  4.956  1.913
H  1.803  -1.609  0.623
H  1.479  4.798  -0.619
H  0.005  1.221  1.832
H  -1.974  -4.507  -0.724
H  3.519  6.045  -0.697
H  -2.219  -2.087  -0.942
H  -2.764  -0.223  0.056
H  7.171  3.913  0.129
H  5.916  1.836  0.530
H  -4.745  1.270  0.171
H  0.269  4.511  3.286
H  -2.113  4.585  -0.618
H  1.004  5.224  1.828



# 6
Density functional theory data (wB97M-V/def2-TZVPD) for a 10-piece molecular cluster, C20H18Cl24N2O4 overall.

Summary:
Maximum force = 0.033 Eh/bohr
HOMO = -9.2 eV
Frontier orbital gap = 9.0423 eV
LUMO level = -0.14 eV
E = -332732.5173 eV
SMILES = C[N+](=O)[O-].C[N+](=O)[O-].ClC(Cl)(Cl)Cl.ClC(Cl)(Cl)Cl.ClC(Cl)(Cl)Cl.ClC(Cl)(Cl)Cl.ClC(Cl)(Cl)Cl.ClC(Cl)(Cl)Cl.c1ccccc1.c1ccccc1
Total charge = 0

CARTESIAN COORDINATES (ANGSTROEM)
Cl  1.301  -0.620  -7.471
Cl  2.534  -5.346  -3.320
Cl  1.453  -0.563  -4.581
Cl  6.316  1.911  -1.929
Cl  3.469  4.974  3.090
Cl  3.817  0.095  -6.115
Cl  5.823  -0.578  -0.568
Cl  -2.543  0.002  -6.135
Cl  2.327  -3.247  -1.276
Cl  -4.857  -2.814  1.203
Cl  5.900  -0.385  -3.567
Cl  2.833  -2.603  -6.090
Cl  -7.565  -1.902  0.569
Cl  4.678  -3.424  -2.887
Cl  4.938  4.191  0.713
Cl  -6.021  -0.353  2.394
Cl  2.093  3.718  0.862
Cl  3.844  2.190  2.516
Cl  -3.520  -1.658  -3.999
Cl  4.102  -5.468  -0.937
Cl  -1.196  -2.495  -5.572
Cl  3.700  0.643  -1.990
Cl  -3.834  -2.522  -6.760
Cl  -5.255  -0.509  -0.431
O  -4.516  2.835  1.943
O  1.323  2.465  4.572
O  0.578  4.441  4.961
O  -4.122  3.284  -0.120
N  0.496  3.341  4.458
N  -4.779  3.382  0.886
C  -0.711  3.025  3.661
C  -6.060  4.124  0.837
C  3.383  -4.369  -2.089
C  3.596  3.769  1.792
C  -5.901  -1.369  0.988
C  0.127  0.932  0.593
C  -2.770  -1.687  -5.574
C  -1.187  1.335  0.344
C  2.141  -3.701  3.663
C  5.482  0.371  -2.028
C  0.783  -3.967  3.733
C  2.337  -0.900  -6.075
C  -1.064  0.079  -1.723
C  0.375  -1.885  2.658
C  0.222  -0.356  -1.443
C  0.841  0.127  -0.289
C  -1.755  0.882  -0.827
C  1.727  -1.647  2.519
C  -0.136  -3.044  3.278
C  2.640  -2.565  3.051
H  -1.725  1.822  1.145
H  -6.634  3.946  1.737
H  0.579  1.226  1.535
H  -5.727  5.160  0.752
H  -2.763  1.154  -1.117
H  1.858  -0.141  -0.045
H  -1.503  -0.137  -2.688
H  2.018  -0.746  2.000
H  0.744  -0.989  -2.147
H  -1.197  -3.206  3.400
H  2.818  -4.491  3.969
H  3.702  -2.366  3.090
H  -1.447  3.804  3.826
H  -6.675  3.865  -0.020
H  0.412  -4.899  4.145
H  -1.144  2.099  4.027
H  -0.329  2.972  2.644
H  -0.374  -1.212  2.256